Record 1
ORCA calculation (ωB97M-V/def2-TZVPD) on one molecule with the formula C5H3F6NS at a distorted geometry.

## Properties
**HOMO**: -9.07 eV
**E_tot**: -33862.9352 eV
**SMILES string**: CC(=S)N=C(C(F)(F)F)C(F)(F)F
**Energy relative to the best compared isomer or geometry (same formula, charge and spin)**: 0.0 kJ/mol
**Gap between HOMO and LUMO**: 8.50 eV
**M**: 223.141 g mol⁻¹

```
! wB97M-V def2-TZVPD RIJCOSX def2/J DEFGRID3
* xyz 0 1
C -2.2142 -1.0067 0.5261
C -0.8962 -0.9747 1.2527
S -0.6557 -1.4807 2.7898
N 0.0432 -0.7620 0.3478
C 0.6392 0.1264 -0.2603
C 1.7445 -0.1431 -1.3537
F 1.2939 -0.0690 -2.5841
F 2.7564 0.6705 -1.2388
F 2.2315 -1.3171 -1.1675
C 0.6393 1.6391 0.0925
F 1.7365 2.0209 0.7155
F 0.6177 2.3698 -1.0091
F -0.3885 2.0142 0.9259
H -2.2488 -0.0691 -0.1334
H -3.1206 -1.1034 1.1661
H -2.1782 -1.9149 -0.0695
*
```

Record 2
ORCA calculation (ωB97M-V/def2-TZVPD) on one molecule with the formula C4H8O3 at a distorted geometry.

## Properties
**HOMO**: -10.42 eV
**E_tot**: -10419.5499 eV
**SMILES string**: COC(=O)CCO
**Energy relative to the best compared isomer or geometry (same formula, charge and spin)**: 140.3 kJ/mol
**Gap between HOMO and LUMO**: 11.24 eV
**M**: 104.105 g mol⁻¹

```
! wB97M-V def2-TZVPD RIJCOSX def2/J DEFGRID3
* xyz 0 1
C -2.8266 0.2576 -0.2772
O -1.6332 0.1668 0.5501
C -0.5569 -0.3587 -0.1043
O -0.6102 -0.7428 -1.2517
C 0.7633 -0.4171 0.7053
C 1.9413 0.1659 -0.1787
O 3.3296 -0.1775 0.0861
H -3.0942 -0.7321 -0.6598
H -3.6160 0.6556 0.3662
H -2.6428 0.9238 -1.1270
H 0.5843 0.1033 1.6673
H 1.0161 -1.4509 0.9167
H 1.8394 -0.1283 -1.2392
H 1.7056 1.2040 -0.0077
H 3.8003 0.5303 0.5539
*
```